{"formula": "C4H7N2", "method": "ωB97M-V/def2-TZVPD", "symbols": ["C", "C", "C", "C", "N", "N", "H", "H", "H", "H", "H", "H", "H"], "xyz": [[1.85456, -1.39263, -1.98466], [-0.78568, 1.70969, -0.07486], [-0.94633, 0.47285, -0.51301], [-0.51478, -0.63977, 0.35178], [1.12441, -1.15372, -1.13249], [0.19366, -0.66880, 1.49490], [2.37748, -1.77791, -2.76362], [-0.91699, 2.61566, -0.65704], [-0.58998, 1.95434, 1.02666], [-1.35781, 0.29295, -1.51800], [-0.80455, -1.59779, -0.19809], [0.64208, -1.46955, 1.82116], [0.52628, 0.15682, 2.02663]], "multiplicity": 1, "total_charge": 1, "energy_ev": -7232.4604, "homo_lumo_gap_ev": 10.123, "de_lowest_kcal_mol": 75.6}

{"formula": "C2H3ClFN", "method": "ωB97M-V/def2-TZVPD", "symbols": ["C", "C", "N", "F", "Cl", "H", "H", "H"], "xyz": [[-0.36721, -0.25275, -0.60598], [0.15850, 1.42561, 0.98235], [-0.52768, 0.39402, 0.47440], [1.99462, 1.37552, 0.11028], [-0.05802, 2.88800, 0.24380], [-1.21334, -0.86256, -0.92081], [0.58363, -0.36966, -1.09609], [0.55129, 1.49985, 2.01742]], "multiplicity": 1, "energy_ev": -18849.7207, "homo_lumo_gap_ev": 9.666, "de_lowest_kcal_mol": 45.9}

{"formula": "C2HCl2F3S", "method": "ωB97M-V/def2-TZVPD", "symbols": ["F", "C", "F", "F", "C", "S", "Cl", "Cl", "H"], "xyz": [[-0.43478, -1.57573, 1.30868], [-0.28804, -1.12397, 0.10887], [-1.29394, -1.66057, -0.62501], [0.80257, -1.52893, -0.52161], [-0.24907, 0.74886, 0.01518], [1.28840, 1.19374, 0.81255], [-0.27878, 1.14276, -1.76852], [-1.55269, 1.31091, 0.95591], [2.00633, 1.49294, -0.28606]], "multiplicity": 1, "smiles": "FC(F)(F)C(S)(Cl)Cl", "energy_ev": -46121.8405, "homo_lumo_gap_ev": 10.472, "de_lowest_kcal_mol": 19.3}

{"formula": "C42H112O14", "method": "ωB97M-V/def2-TZVPD", "symbols": ["C", "C", "C", "O", "H", "H", "H", "H", "H", "H", "H", "H", "C", "C", "C", "O", "H", "H", "H", "H", "H", "H", "H", "H", "C", "C", "C", "O", "H", "H", "H", "H", "H", "H", "H", "H", "C", "C", "C", "O", "H", "H", "H", "H", "H", "H", "H", "H", "C", "C", "C", "O", "H", "H", "H", "H", "H", "H", "H", "H", "C", "C", "C", "O", "H", "H", "H", "H", "H", "H", "H", "H", "C", "C", "C", "O", "H", "H", "H", "H", "H", "H", "H", "H", "C", "C", "C", "O", "H", "H", "H", "H", "H", "H", "H", "H", "C", "C", "C", "O", "H", "H", "H", "H", "H", "H", "H", "H", "C", "C", "C", "O", "H", "H", "H", "H", "H", "H", "H", "H", "C", "C", "C", "O", "H", "H", "H", "H", "H", "H", "H", "H", "C", "C", "C", "O", "H", "H", "H", "H", "H", "H", "H", "H", "C", "C", "C", "O", "H", "H", "H", "H", "H", "H", "H", "H", "C", "C", "C", "O", "H", "H", "H", "H", "H", "H", "H", "H"], "xyz": [[0.68585, -3.50654, -3.18904], [1.03436, -2.53688, -4.34595], [2.49632, -2.53210, -4.86581], [0.22364, -2.62879, -5.48667], [1.32643, -4.38121, -3.30172], [-0.35186, -3.66802, -2.89720], [1.13833, -3.05826, -2.30451], [0.83240, -1.64741, -3.74917], [2.86705, -3.45478, -5.31225], [3.14781, -2.27528, -4.03054], [2.65835, -1.77976, -5.63771], [0.25791, -3.49401, -5.90116], [-3.90829, 4.53973, 4.41734], [-2.59139, 4.57746, 3.69437], [-2.31364, 3.33028, 2.71201], [-2.58735, 5.67014, 2.88797], [-3.81415, 5.04171, 5.38028], [-4.15559, 3.47877, 4.45326], [-4.76376, 5.08499, 4.01864], [-1.73141, 4.62309, 4.36253], [-2.00753, 2.55331, 3.41251], [-1.51932, 3.57140, 2.00559], [-3.21240, 3.06867, 2.15353], [-1.76789, 5.52168, 2.41042], [0.06829, -2.96327, 4.40913], [-0.24122, -4.42515, 4.72417], [0.89886, -5.25881, 5.21155], [-1.11110, -4.38673, 5.78986], [0.74309, -2.75816, 3.57807], [0.50408, -2.36055, 5.20594], [-0.85944, -2.45016, 4.15589], [-0.80343, -4.91440, 3.92877], [0.52429, -6.28101, 5.15762], [1.20962, -5.02659, 6.23018], [1.79908, -5.17766, 4.60236], [-1.41946, -5.25715, 6.05230], [3.49946, 0.74945, -3.61163], [3.72230, 2.24911, -3.32399], [3.18799, 2.86048, -1.95629], [5.14452, 2.14399, -3.03245], [2.42670, 0.57624, -3.69705], [3.80565, 0.03160, -2.85068], [3.77109, 0.46526, -4.62826], [3.40867, 2.76499, -4.23150], [3.39220, 3.92433, -1.83526], [3.80374, 2.51992, -1.12384], [2.13985, 2.64316, -1.75068], [5.56598, 1.68651, -3.76367], [-3.32668, 1.18887, -4.07744], [-4.76931, 0.69804, -4.01723], [-5.61174, 0.88760, -5.22850], [-4.84893, -0.60216, -3.65327], [-2.84380, 0.95133, -5.02534], [-2.73543, 0.81136, -3.24317], [-3.22462, 2.27407, -4.08103], [-5.30979, 1.21264, -3.22278], [-6.60933, 0.49510, -5.03138], [-5.14800, 0.29426, -6.01654], [-5.64601, 1.94274, -5.49979], [-4.38625, -1.18433, -4.26041], [1.26952, 0.10956, 5.83073], [2.47685, 0.78300, 6.50452], [2.24199, 1.94594, 7.43150], [3.20599, -0.11287, 7.30074], [1.55585, -0.40798, 4.91516], [0.58745, 0.90700, 5.53581], [0.69732, -0.58224, 6.44888], [3.14734, 1.04597, 5.68635], [1.71989, 2.75245, 6.91666], [3.14759, 2.32657, 7.90383], [1.55847, 1.68584, 8.23974], [2.60669, -0.52345, 7.92834], [-3.63180, 4.04582, -1.07795], [-2.25365, 4.68278, -1.46810], [-0.99952, 3.77259, -1.31015], [-2.21696, 5.08479, -2.81290], [-3.63266, 3.66479, -0.05671], [-3.81438, 3.17331, -1.70522], [-4.51028, 4.69035, -1.10834], [-2.10612, 5.58000, -0.86696], [-0.72043, 3.73793, -0.25706], [-0.15020, 4.20912, -1.83570], [-1.12001, 2.80608, -1.79948], [-1.33950, 5.40625, -3.03274], [1.50885, 1.46362, -6.68652], [0.11232, 1.95805, -6.26876], [0.21506, 2.25244, -4.78450], [-0.24506, 3.07219, -7.04889], [2.36550, 2.00914, -6.29072], [1.67281, 1.42849, -7.76354], [1.55330, 0.48306, -6.21257], [-0.61794, 1.20690, -6.56974], [0.77806, 3.15216, -4.53621], [0.29361, 1.49389, -4.00569], [-0.84358, 2.41332, -4.58085], [-0.96739, 2.81208, -7.62524], [4.40723, -0.11804, 0.80542], [4.92035, -0.95928, -0.38937], [6.31019, -1.54388, -0.08031], [4.01208, -2.01215, -0.51741], [4.97779, 0.77177, 1.07149], [4.43061, -0.73978, 1.70041], [3.34419, 0.11559, 0.74662], [5.06106, -0.39018, -1.30828], [6.28702, -2.21506, 0.77822], [7.11992, -0.85325, 0.15521], [6.65764, -2.22945, -0.85320], [3.17493, -1.54749, -0.58723], [-5.15916, 0.59366, 0.91685], [-4.79653, -0.04098, -0.39361], [-4.15051, -1.48370, -0.28374], [-5.94618, -0.17066, -1.20558], [-5.64492, 1.56008, 0.78205], [-4.37706, 0.75907, 1.65783], [-6.00482, 0.09606, 1.39158], [-4.16644, 0.72278, -0.84939], [-3.50647, -1.12557, 0.51940], [-3.54129, -1.50634, -1.18732], [-4.95712, -2.19714, -0.11496], [-5.59370, -0.22203, -2.09705], [-2.65293, -6.32895, 1.67227], [-2.98597, -5.01094, 0.92381], [-2.21234, -4.79064, -0.38345], [-4.37446, -4.97292, 0.62161], [-3.28650, -6.44656, 2.55139], [-1.63987, -6.24567, 2.06581], [-2.76532, -7.11312, 0.92358], [-2.70743, -4.09099, 1.43783], [-1.13940, -4.68508, -0.22297], [-2.52610, -3.83996, -0.81457], [-2.29505, -5.57459, -1.13624], [-4.96105, -5.25824, 1.32595], [2.64001, 5.87612, 2.15892], [1.51657, 5.01312, 1.46218], [1.75484, 3.52059, 1.53004], [0.32900, 5.32133, 2.16246], [3.57534, 5.45538, 1.78982], [2.66836, 5.69430, 3.23328], [2.69010, 6.95990, 2.05415], [1.41690, 5.28709, 0.41189], [1.91696, 3.06800, 2.50829], [2.68180, 3.27240, 1.01306], [0.99220, 2.92220, 1.03165], [0.39880, 6.26455, 2.32702], [-0.93998, -0.16157, -0.75913], [0.33324, 0.07964, 0.13669], [0.14217, 0.08822, 1.67177], [1.30079, -0.86912, -0.23558], [-1.19566, -1.21353, -0.63218], [-0.72828, -0.02422, -1.81952], [-1.76023, 0.47064, -0.41913], [0.73224, 1.06487, -0.10457], [-0.50598, 0.90056, 2.00055], [1.07497, 0.36632, 2.16232], [-0.31962, -0.78257, 2.13715], [1.14055, -1.63415, 0.32178], [2.05571, -5.84544, 0.28182], [2.27940, -4.74793, 1.36402], [3.77521, -4.58204, 1.73396], [1.78878, -3.47081, 0.88487], [0.99561, -6.09236, 0.22460], [2.61079, -6.76450, 0.46976], [2.41603, -5.45938, -0.67172], [1.90131, -5.13985, 2.30823], [4.50819, -4.54561, 0.92803], [4.11633, -5.33784, 2.44144], [3.84126, -3.70518, 2.37806], [2.33413, -3.10756, 0.18326]], "multiplicity": 1, "energy_ev": -74029.5814, "homo_lumo_gap_ev": 9.630, "de_lowest_kcal_mol": 158.4}